C29H46NOP2Zn | ωB97M-V with the def2-TZVPD basis set

```
80
Properties=species:S:1:pos:R:3:forces:R:3
Zn 0.5683 0.2004 0.9474 0.00 -0.14 0.13
C 3.2366 -1.1708 -0.5744 0.00 -0.08 0.00
C 2.8844 -2.3438 0.3446 -0.05 0.01 -0.04
C 3.1369 -3.6656 -0.3809 0.04 0.03 0.03
P 1.1618 -2.0716 0.9673 -0.01 0.11 -0.24
C 0.9208 -3.1172 2.4624 -0.12 0.00 -0.01
C 0.9004 -4.6378 2.2959 -0.01 0.04 0.06
C -0.3246 -2.6557 3.2225 -0.01 -0.05 -0.01
C 0.0447 -2.4683 -0.4088 0.03 -0.15 0.00
C -0.1356 -3.8015 -0.8149 0.03 0.10 0.02
C -0.8092 -4.1502 -1.9701 0.01 -0.07 -0.02
C -1.0149 -5.5889 -2.3737 0.00 0.11 0.01
C -1.2517 -3.0985 -2.7752 -0.01 0.01 -0.03
C -1.0991 -1.7776 -2.4092 -0.02 0.01 -0.02
C -0.5007 -1.4068 -1.1885 0.02 0.10 0.00
N -0.3587 -0.1037 -0.7574 -0.08 0.00 -0.17
C -1.0654 1.0119 -1.1971 0.09 -0.16 0.02
C -2.3006 0.9931 -1.8593 -0.04 0.02 -0.05
C -2.9362 2.1654 -2.2401 -0.01 0.00 0.00
C -2.4017 3.4222 -1.9752 -0.04 0.04 -0.02
C -3.0831 4.6924 -2.4183 0.04 -0.08 0.05
C -1.2100 3.4541 -1.2627 0.02 -0.03 0.08
C -0.5503 2.2938 -0.8629 0.04 0.13 -0.05
P 0.9618 2.3743 0.1402 -0.30 -0.07 0.08
C 2.3575 2.7185 -1.0177 -0.05 -0.06 -0.02
C 2.1927 1.8628 -2.2775 0.03 0.01 0.00
C 2.4661 4.2000 -1.3746 0.03 -0.01 -0.06
C 0.8154 3.8061 1.2753 0.01 -0.08 0.05
C -0.4494 3.6953 2.1284 0.04 0.04 0.03
C 2.0715 3.8577 2.1504 0.00 0.01 -0.02
H 4.2496 -1.2886 -0.9637 -0.02 0.01 0.02
H 3.1854 -0.2115 -0.0536 -0.01 0.00 -0.01
H 2.5541 -1.1432 -1.4282 0.02 -0.01 0.03
H 3.5081 -2.2981 1.2428 0.03 0.03 0.02
H 2.4424 -3.8010 -1.2103 0.01 0.02 -0.01
H 3.0672 -4.5292 0.2771 -0.02 0.00 -0.02
H 4.1470 -3.6531 -0.7956 -0.01 -0.02 0.03
H 1.8026 -2.8467 3.0510 0.06 0.01 0.06
H -0.0399 -4.9713 1.8571 0.01 0.01 -0.01
H 0.9769 -5.0929 3.2851 -0.01 -0.01 -0.02
H 1.7225 -5.0184 1.6955 0.00 -0.01 0.00
H -1.2242 -2.8484 2.6297 0.02 0.02 0.02
H -0.2860 -1.5953 3.4659 0.01 0.01 0.01
H -0.4155 -3.2157 4.1550 0.00 -0.01 -0.03
H 0.2942 -4.5927 -0.2148 -0.01 0.00 -0.02
H -0.5002 -6.2664 -1.6925 0.00 0.01 -0.01
H -0.6391 -5.7741 -3.3819 0.00 0.01 0.03
H -2.0750 -5.8520 -2.3695 0.03 0.01 0.01
H -1.7191 -3.3242 -3.7290 0.01 0.02 0.04
H -1.4177 -1.0038 -3.0925 0.01 -0.05 0.00
H -2.7838 0.0493 -2.0664 -0.01 0.03 0.00
H -3.8880 2.0966 -2.7568 0.03 -0.01 0.01
H -4.0106 4.4763 -2.9468 0.01 0.00 0.01
H -2.4433 5.2667 -3.0898 0.00 0.00 -0.01
H -3.3228 5.3329 -1.5671 0.00 -0.01 -0.02
H -0.7940 4.4209 -0.9915 0.00 -0.03 -0.03
H 3.2605 2.4034 -0.4888 0.05 0.01 0.01
H 1.3462 2.2156 -2.8693 0.02 0.00 0.01
H 2.0194 0.8127 -2.0449 -0.02 0.05 -0.02
H 3.0929 1.9363 -2.8908 -0.03 0.01 0.02
H 1.5414 4.5643 -1.8301 0.04 -0.03 0.01
H 3.2646 4.3302 -2.1080 -0.03 0.01 0.02
H 2.7025 4.8256 -0.5137 -0.01 -0.01 -0.04
H 0.7651 4.7097 0.6651 -0.01 0.04 0.00
H -0.4659 2.7524 2.6792 0.02 0.03 0.00
H -1.3559 3.7526 1.5250 0.02 -0.01 0.01
H -0.4696 4.5081 2.8585 -0.01 -0.02 -0.06
H 2.1329 2.9697 2.7846 0.00 0.01 0.00
H 2.0366 4.7322 2.8020 0.00 -0.02 -0.01
H 2.9902 3.9166 1.5627 -0.04 0.00 0.03
C -3.0274 -0.6200 1.1778 0.00 -0.06 0.05
C -2.3393 0.1650 2.2494 -0.24 -0.02 -0.20
C -3.1667 0.6711 3.3887 0.00 -0.05 0.03
O -1.1420 0.4082 2.2094 0.41 0.18 0.21
H -3.7791 -1.2815 1.6115 0.00 0.04 -0.02
H -2.3191 -1.1828 0.5712 -0.04 0.04 0.08
H -3.5521 0.0909 0.5300 0.02 -0.02 0.03
H -3.4312 -0.1814 4.0231 -0.01 0.04 -0.03
H -4.1024 1.0952 3.0202 0.02 -0.02 0.01
H -2.6198 1.4003 3.9818 0.01 -0.02 -0.04
```
Positions in Å, forces in eV/Å.

lowest unoccupied orbital energy	-2.06	eV
HOMO level	-9.5	eV
charge	+1
gap between HOMO and LUMO	7.42	eV
max |F|	0.49	eV/Å
multiplicity	1

These are the Mulliken partial charges, in e, on atoms 1 to 2: -0.33, -1.25